# 1
DFT (ωB97M-V with the def2-TZVPD basis set) results for a structure of composition C5H14N2O at a distorted geometry.

```
22
Properties=species:S:1:pos:R:3:forces:R:3
H -3.2648 0.2641 -1.3727 0.0 -0.1 -0.1
C -2.8202 -0.4721 -0.7039 0.2 0.4 -0.1
H -1.2629 -1.1570 -2.0663 -0.1 -0.1 0.3
C 1.7219 0.1552 0.7511 0.1 0.2 0.0
C -0.2587 1.6198 0.2920 1.3 -0.8 3.4
H -3.3926 -1.4002 -0.7799 0.1 0.0 0.1
N 2.0975 -0.9728 1.6040 0.0 0.0 0.0
H 1.6352 -0.9230 2.5034 0.1 0.1 0.0
H -2.8930 -0.0805 0.3083 0.0 -0.1 0.1
N 1.8350 -0.2275 -0.6784 0.2 0.1 -0.1
O -0.6673 0.7843 -1.3817 -2.0 -3.3 -0.7
H 2.4194 1.0063 0.8724 -0.1 -0.2 -0.1
C 0.3163 0.5943 1.0416 -0.3 1.7 -0.2
H -1.2227 1.9891 0.6188 -0.1 -0.1 -0.2
H 3.0990 -1.0167 1.7559 -0.1 0.0 0.0
H -0.1509 0.2473 1.9561 -0.3 -0.3 -0.3
H 0.2766 0.5308 -1.5069 -0.1 -0.1 0.1
H 2.8011 -0.1677 -0.9817 0.0 -0.1 0.0
H 1.5637 -1.2045 -0.7531 0.0 0.0 0.0
H 0.3831 2.4149 -0.0892 -0.2 -0.5 -0.9
C -1.3838 -0.7182 -1.0736 1.0 2.7 -1.5
H -0.8320 -1.2657 -0.3162 0.3 0.4 0.1
```
Positions in Å, forces in eV/Å.

Calculated values
Frontier orbital gap, eV: 8.12
Highest occupied orbital energy, eV: -7.0
Total energy, eV: -10436.675
LUMO, eV: 1.10
Max |F|, eV/A: 4.0
Relative energy (zero: lowest compared OMol25 entry of this formula, charge and spin), eV: 4.353
Charge: 0

# 2
DFT (ωB97M-V with the def2-TZVPD basis set) results for a cluster of 2 separate species, C5H14N2O in total at a distorted geometry.

```
22
Properties=species:S:1:pos:R:3:forces:R:3
H -0.0319 -0.2413 0.2554 -0.3 1.8 -0.4
N -2.2139 0.3340 -1.0932 0.3 -0.2 0.6
H 3.3943 -2.3114 0.0613 0.0 0.0 0.1
H -0.2231 2.0269 0.9422 0.4 0.0 -0.1
H 1.8416 -2.8569 0.9610 0.0 0.1 0.0
H -2.1144 1.2618 2.2871 0.0 0.0 0.0
C 2.3397 -2.1914 0.2681 0.6 -0.7 0.3
H -2.5076 2.0365 0.0913 -0.1 -0.2 0.1
H -1.4548 -0.1393 -1.5634 -0.1 0.0 -0.3
O 0.3295 -1.1207 -0.1772 1.3 -1.2 1.1
H 2.1616 0.6824 -1.1664 -0.1 0.0 0.0
C 2.0958 -0.3561 -1.5132 1.1 -0.1 0.4
H 3.0919 -0.6496 -1.8468 -0.1 0.1 0.0
H -0.5333 0.5850 2.7202 -0.1 -0.1 0.1
C -1.2988 0.6218 1.9468 0.2 0.3 0.1
H -2.6611 -0.3690 -0.5136 -0.2 0.2 0.0
H -1.6718 -0.3886 1.7889 -0.1 0.0 -0.1
N -0.6750 1.1532 0.7092 -0.7 -1.4 0.1
H 1.4005 -0.4046 -2.3464 -0.1 0.0 0.1
C 1.6150 -1.2145 -0.3971 -2.2 1.0 -1.6
H -1.1883 2.0917 -1.0686 -0.1 0.1 0.1
C -1.6961 1.4500 -0.3455 0.2 0.4 -0.5
```
Positions in Å, forces in eV/Å.

Calculated values
Frontier orbital gap (alpha / beta), eV: 9.66 / 5.69
Highest occupied orbital energy (alpha / beta), eV: -13.4 / -13.4
Total energy, eV: -10430.739
2S+1: 2
LUMO (alpha / beta), eV: -3.76 / -7.73
Max |F|, eV/A: 2.9
Expectation value of S²: 0.76
Relative energy (zero: lowest compared OMol25 entry of this formula, charge and spin), eV: 1.443
Charge: +1

# 3
DFT (ωB97M-V with the def2-TZVPD basis set) results for a structure of composition C5H14N2O at a distorted geometry.

```
22
Properties=species:S:1:pos:R:3:forces:R:3
H 0.2521 -0.3684 0.7101 -0.1 0.6 0.3
H -0.9642 -2.1103 -1.5100 -0.1 -0.2 0.0
N -1.3281 -0.1207 -1.9871 0.1 0.0 0.1
C 0.4381 -1.0042 -0.4060 -0.9 -0.7 -2.6
H 1.0604 -0.5843 -1.2003 0.3 -0.1 0.4
H -1.4868 0.7849 -1.5683 -0.1 0.0 0.0
H 1.3739 2.5173 2.1020 0.1 -0.1 0.0
H -0.7109 -0.0135 -2.7791 0.0 -0.3 -0.1
O -3.2590 -1.4670 -0.3654 -0.3 0.0 -0.2
H 3.0750 2.5248 1.6063 0.1 -0.1 0.0
N 0.5951 0.6833 0.3394 0.0 -0.6 0.3
H 1.8299 2.9939 0.4693 -0.1 0.1 -0.2
H -1.9875 -0.1093 0.5748 -0.1 0.0 -0.2
H 2.1641 0.1227 1.5846 0.2 0.1 0.1
H 2.6230 0.6526 -0.0093 0.2 0.0 -0.2
H -1.6647 -1.8039 0.8984 0.0 -0.1 0.0
H 0.8373 -1.9474 -0.0061 0.3 0.6 0.7
C -0.9909 -1.1300 -1.0273 0.2 0.9 0.6
C 1.9351 0.8650 0.8140 -0.1 0.2 0.4
C -2.0097 -1.1159 0.1135 0.4 -0.2 0.4
H -3.8429 -1.6821 0.3674 -0.1 0.0 0.0
C 2.0607 2.3124 1.2791 -0.1 0.0 0.1
```
Positions in Å, forces in eV/Å.

Calculated values
Frontier orbital gap (alpha / beta), eV: 8.50 / 5.73
Highest occupied orbital energy (alpha / beta), eV: -13.5 / -13.5
Total energy, eV: -10427.334
2S+1: 2
LUMO (alpha / beta), eV: -4.99 / -7.74
Max |F|, eV/A: 2.8
Expectation value of S²: 0.75
Relative energy (zero: lowest compared OMol25 entry of this formula, charge and spin), eV: 4.848
Charge: +1

# 4
DFT (ωB97M-V with the def2-TZVPD basis set) results for a cluster of 2 separate species, C5H14N2O2 in total at a distorted geometry.

```
23
Properties=species:S:1:pos:R:3:forces:R:3
H -1.6294 1.3853 -0.3643 -0.1 0.0 0.0
C -1.5255 -2.0264 0.2561 0.1 0.2 0.1
H -3.0120 0.3636 0.0993 -0.1 0.0 0.0
N 0.6381 2.5378 -0.8876 -0.2 0.1 0.3
H 3.5768 -0.2066 -0.3981 -0.1 0.2 0.1
O 1.4203 1.3752 -1.1823 -0.6 -0.7 0.1
H -0.5105 -0.8916 2.2800 -0.1 0.0 -0.1
C 1.5917 0.5220 -0.1179 2.7 2.8 1.0
C 2.5576 -0.5638 -0.5315 -0.8 -0.5 -0.1
H 2.4178 -1.4257 0.1144 0.0 -0.1 -0.1
O 1.5376 0.9655 1.0367 -0.7 -1.0 -1.3
H 0.7968 2.7459 0.1026 0.2 -0.1 -0.1
H -0.8157 -2.6844 0.7562 0.1 -0.1 -0.1
H -2.1374 0.0627 -1.4110 0.0 0.0 -0.1
C -2.0304 0.3740 -0.3742 0.1 -0.1 0.0
H 2.4115 -0.8210 -1.5773 0.0 -0.2 0.0
C -1.1064 -0.5725 0.3736 2.3 0.5 -1.5
H 1.0760 3.2787 -1.4309 0.1 -0.3 0.0
N -0.9317 -0.1590 1.7167 0.6 0.8 1.1
H -0.2295 0.6133 1.7433 -0.9 -0.7 0.1
H -2.4948 -2.1612 0.7368 -0.1 0.0 0.0
H 0.0248 -0.3937 -0.1541 -2.5 -1.0 0.5
H -1.6259 -2.3181 -0.7865 0.1 -0.1 -0.1
```
Positions in Å, forces in eV/Å.

Calculated values
Frontier orbital gap, eV: 9.54
Highest occupied orbital energy, eV: -8.8
Total energy, eV: -12485.236
LUMO, eV: 0.72
Max |F|, eV/A: 4.1
Relative energy (zero: lowest compared OMol25 entry of this formula, charge and spin), eV: 3.092
SMILES: CC(=O)ON.CC(C)N
Charge: 0

# 5
DFT (ωB97M-V with the def2-TZVPD basis set) results for a cluster of 3 separate species, C5H14N2O2 in total.

```
23
Properties=species:S:1:pos:R:3:forces:R:3
H -0.6607 -2.2069 -1.1440 0.0 0.0 0.0
N 0.9020 2.3990 -0.1108 -0.3 -0.3 0.2
O 1.3035 -2.5277 -1.5110 -0.1 0.2 0.2
H -1.6533 -0.6905 -0.1033 0.0 0.0 0.0
H -0.9090 -0.0563 -2.2561 0.0 0.0 0.0
H -1.7541 0.9406 0.4031 0.0 0.0 0.0
H 0.3499 -2.2339 0.3183 0.0 0.0 0.0
C -1.0700 -0.4537 1.9616 0.0 0.0 0.0
H -0.5415 2.4686 1.3698 0.0 0.0 0.0
H 0.8321 1.2024 1.5258 0.0 -0.1 0.0
N -0.0379 0.3298 -1.9143 0.0 0.0 0.1
C 0.4903 -0.3747 -0.7700 -0.1 0.0 0.2
H 0.4121 3.0163 -0.7434 0.0 0.0 0.1
H -1.9036 -1.1113 2.2292 0.0 0.0 0.0
H -0.1505 -1.0230 2.1373 0.0 0.0 0.0
H 2.1375 -2.1207 -1.2375 -0.1 0.0 0.0
H 1.5633 1.6871 -0.5023 0.0 0.0 0.0
O 1.6648 -0.0117 -0.4258 -0.1 0.0 0.0
C -1.1468 0.0416 0.5249 0.5 0.0 -0.3
C 0.2973 1.9362 0.9442 0.2 0.0 -0.4
H -1.0730 0.3653 2.6867 0.0 0.0 0.0
H 0.6505 0.3244 -2.6592 0.0 0.0 0.1
C 0.2973 -1.9009 -0.7230 0.0 0.1 -0.1
```
Positions in Å, forces in eV/Å.

Calculated values
Frontier orbital gap, eV: 7.87
Highest occupied orbital energy, eV: -7.5
Total energy, eV: -12483.746
LUMO, eV: 0.33
Max |F|, eV/A: 0.6
Relative energy (zero: lowest compared OMol25 entry of this formula, charge and spin), eV: 4.582
Charge: 0

# 6
DFT (ωB97M-V with the def2-TZVPD basis set) results for a cluster of 2 separate species, C5H14N2S in total at a distorted geometry.

```
22
Properties=species:S:1:pos:R:3:forces:R:3
H 1.2869 0.0189 -4.4372 -0.2 0.1 -0.4
C -0.1886 0.1908 -1.4065 -1.1 1.2 -0.5
H 0.8949 1.2923 0.0047 -0.2 0.1 0.6
H -0.5326 0.1123 -4.2574 0.2 0.4 -0.4
H 1.2270 -1.1079 2.0633 -0.1 -0.2 0.4
N 0.6518 0.5255 -2.5460 0.7 -1.3 0.9
H 0.9864 1.4692 -2.5493 -0.2 0.2 -0.3
H 1.4548 -0.3275 -0.2133 -0.1 -0.3 0.2
C 0.4310 -0.1397 -3.7845 -0.5 -0.1 -0.1
H -1.3539 -0.0180 3.4751 0.6 0.1 0.0
C 0.5338 0.2538 -0.0903 0.5 0.1 -0.8
H 0.3239 -1.2198 -3.6577 0.4 -0.1 0.4
H -0.0154 -0.9216 4.2736 -0.1 0.2 0.0
H -1.0203 0.4083 1.2252 -0.3 -0.1 -0.8
H -1.0159 0.9189 -1.4070 -0.1 -0.1 0.4
C 0.4156 -0.3874 2.2312 -0.2 -0.4 -0.9
S -2.2771 1.8599 2.6118 -0.2 0.3 -0.1
H -0.7184 -0.7610 -1.4533 0.5 -0.3 -0.6
H -1.1124 -1.6770 3.1356 0.3 -0.1 -0.3
H 0.8867 0.5542 2.5190 0.1 0.3 -0.1
C -0.5482 -0.7561 3.3289 -0.4 -0.9 0.6
N -0.3101 -0.2883 0.9339 0.3 0.7 1.9
```
Positions in Å, forces in eV/Å.

Calculated values
Frontier orbital gap (alpha / beta), eV: 6.52 / 6.09
Highest occupied orbital energy (alpha / beta), eV: -3.2 / -2.8
Total energy, eV: -19226.541
2S+1: 2
LUMO (alpha / beta), eV: 3.33 / 3.32
Max |F|, eV/A: 2.0
Expectation value of S²: 0.75
Relative energy (zero: lowest compared OMol25 entry of this formula, charge and spin), eV: 0.139
Charge: -1

# 7
DFT (ωB97M-V with the def2-TZVPD basis set) results for a cluster of 2 separate species, C5H14N3 in total at a distorted geometry.

```
22
Properties=species:S:1:pos:R:3:forces:R:3
H -2.6891 -1.7418 -1.5039 0.3 0.8 0.1
H 0.8823 -0.2251 2.1486 0.4 1.2 0.0
H -1.2492 0.5368 0.2411 0.1 0.5 1.0
H -2.9856 -0.4363 -0.3308 -1.0 -0.7 0.3
N 0.6206 -0.1297 -1.7472 -1.9 -2.1 0.0
C 0.6473 -0.1784 1.0926 -1.3 0.2 -2.1
H 2.2995 1.9270 -2.1127 -2.1 -2.6 2.4
H -0.9417 -2.2525 0.3721 0.3 -1.0 0.2
H 0.9730 -0.2458 -2.6544 0.1 -0.4 -1.5
C -2.6268 -1.4669 -0.4280 -0.7 -1.2 -2.0
H 2.5998 2.5108 0.1425 -0.6 -0.4 0.2
C 1.8994 1.9991 0.8319 2.9 2.0 3.3
C 1.2602 0.6977 -1.0453 3.0 4.5 -2.1
H -0.1853 -0.7612 -1.3714 0.9 0.4 0.1
H 1.2416 2.8002 1.2941 0.5 -1.2 -0.6
H -3.2067 -2.3914 -0.1150 0.4 1.7 1.1
H 1.1122 -1.0309 0.6591 0.4 -1.1 -0.2
H 2.6063 1.5702 1.7248 -1.8 1.0 -2.1
H -1.3558 -0.4142 1.8171 -0.3 0.4 -0.3
N -1.2352 -1.4041 -0.0500 1.3 -0.5 -0.4
N 1.2201 0.9519 0.2050 -0.8 -2.0 2.1
C -0.8868 -0.3152 0.8300 0.2 0.6 0.5
```
Positions in Å, forces in eV/Å.

Calculated values
Frontier orbital gap, eV: 8.37
Highest occupied orbital energy, eV: -13.2
Total energy, eV: -9871.437
LUMO, eV: -4.85
Max |F|, eV/A: 5.8
Relative energy (zero: lowest compared OMol25 entry of this formula, charge and spin), eV: 5.730
Charge: +1

# 8
DFT (ωB97M-V with the def2-TZVPD basis set) results for a cluster of 2 separate species, C5H14N3 in total at a distorted geometry.

```
22
Properties=species:S:1:pos:R:3:forces:R:3
H 0.8796 0.7571 -2.1834 2.0 0.3 1.9
H 1.9909 1.9003 -1.2111 -0.2 -0.7 0.3
H -1.2471 0.7672 -1.0580 -0.1 0.4 0.0
H 1.5432 1.8914 1.3838 0.3 1.4 -0.2
H 2.0763 0.2635 1.4969 1.0 -0.4 0.1
H -2.1577 -1.7203 2.8803 0.1 0.5 2.3
H -0.3448 -1.3995 0.7913 0.8 0.6 -0.4
H 2.3700 0.0697 -1.2300 -0.2 1.3 -0.3
C 1.2433 0.8907 1.2842 -2.2 -1.7 2.9
C 1.5827 0.8725 -1.2055 -1.3 -1.4 -2.3
H -1.8916 -3.0566 1.9541 -0.3 2.8 0.1
H -0.5916 2.2857 -0.5628 0.5 2.6 -0.4
N 1.7137 -2.4540 -1.2260 2.2 0.2 2.8
C -0.7134 1.3161 -0.2691 -1.2 -5.1 2.1
N 0.9821 -1.7477 -0.6287 2.7 -3.6 -3.7
H 0.5039 0.6551 2.2201 1.4 0.6 -2.4
N -1.9797 -1.9610 1.9564 3.0 -3.8 -0.8
H 1.3563 -2.7941 -2.0436 -1.5 -1.1 -3.3
H -2.8198 -1.7739 1.5352 -2.6 0.5 -1.8
C 0.4521 -0.9665 0.0545 -5.2 3.8 4.5
C 0.6374 0.5396 -0.0558 -0.2 2.0 0.0
H -1.3525 1.1691 0.6823 0.9 0.7 -1.5
```
Positions in Å, forces in eV/Å.

Calculated values
Frontier orbital gap, eV: 9.39
Highest occupied orbital energy, eV: -14.6
Total energy, eV: -9872.203
LUMO, eV: -5.22
Max |F|, eV/A: 7.9
Relative energy (zero: lowest compared OMol25 entry of this formula, charge and spin), eV: 4.963
Charge: +1

What is the formula in the third record? C5H14N2O